Molecular formula: C27H80N8O13
Method: DFT, the ωB97M-V functional and the def2-TZVPD basis

Output
Spin multiplicity ... 1
Frontier orbital gap ... 8.51 eV
Energy above the lowest of the compared OMol25 structures with the same formula, charge and spin ... 6.133 eV
Highest occupied orbital energy ... -0.3226 Ha
E_tot ... -67826.15078 eV
LUMO energy ... -0.27 eV

Each line ends with the Löwdin charge.
Positions of all 128 atoms, in Å:
H 2.335 -12.156 2.114  0.14
H 0.861 -10.356 -1.807  0.08
H 5.220 -7.906 -0.506  0.05
C 5.167 -8.658 2.536  -0.02
H -1.073 -7.418 1.143  0.05
O 5.313 -6.941 4.161  0.03
C -3.362 -6.904 5.191  -0.02
H 6.024 -5.064 -0.123  0.13
H 5.577 -6.280 -1.172  0.07
H -1.350 -5.657 4.120  0.04
H 3.359 -4.803 3.178  0.11
H -4.667 -8.634 -0.373  0.14
H -0.425 -7.376 4.894  0.07
H 4.539 -7.320 -3.344  0.06
C 0.094 -8.219 4.401  -0.18
H 0.753 -8.648 5.242  0.11
C 1.016 -12.714 0.529  0.01
H 1.375 -7.998 -2.176  0.04
H 3.131 -6.828 -4.758  0.14
C -3.618 -8.406 1.182  -0.68
O -2.075 -11.641 -1.421  -0.13
H 3.625 -2.658 4.406  0.06
H 4.149 -8.657 2.760  0.04
H 2.370 -6.850 2.302  0.08
H 1.292 -4.135 -1.816  0.04
H 0.617 -9.317 -3.050  0.11
N 3.705 -3.907 -0.400  0.20
N 5.272 -5.449 -0.712  0.20
H -2.082 -9.471 -0.199  0.08
O 0.919 -10.984 2.165  0.00
H 6.874 -9.857 -3.535  0.07
H 3.715 -8.201 -1.259  0.05
H 2.827 -6.579 -3.079  0.06
H -1.430 -7.076 -1.828  0.07
H 1.064 -13.678 0.991  0.08
C 4.709 -8.557 -1.196  -0.05
H -0.155 -3.144 -2.093  0.10
H -3.526 -3.777 5.108  0.12
H -4.295 -5.325 4.087  0.13
H 2.802 -3.348 5.810  0.10
C -2.233 -5.367 3.630  -0.04
H 1.538 -6.371 -0.879  0.09
H 0.839 -1.292 -0.112  0.16
O 5.426 -7.471 -2.990  0.02
N -0.037 -10.745 -2.111  0.12
C -0.599 -2.738 0.785  -0.01
H 1.565 -12.839 -0.382  0.07
O -2.659 -5.470 -2.176  -0.09
C 0.699 -3.077 0.001  -0.66
H 5.494 -5.920 1.976  0.03
C -2.384 -6.655 -1.486  -0.17
C 2.338 -6.694 1.211  -0.01
O 0.994 -7.139 -0.602  -0.05
C 6.384 -6.424 2.203  -0.04
H 1.828 -10.073 -0.056  0.07
C -0.282 -6.694 1.217  0.00
H -3.221 -7.308 -1.682  0.08
H -2.441 -10.079 1.797  0.14
N -1.162 -9.618 -0.654  0.22
H 4.649 -9.503 -0.719  0.05
H -1.081 -3.709 0.780  0.06
C 1.064 -7.240 0.640  -0.58
C 4.055 -5.031 -0.988  -0.50
H -2.150 -4.395 3.104  0.09
H 0.091 -12.496 0.098  0.04
H 2.845 -3.516 -0.721  0.06
C 1.399 -4.069 3.346  -0.03
H -4.033 -10.100 0.173  0.13
C 6.706 -9.456 -2.546  0.00
C -1.119 -10.647 -1.372  -0.65
H 4.704 -7.549 4.520  0.09
H 5.340 -8.817 1.468  0.07
H 1.711 -3.134 2.811  0.10
H -2.332 -6.486 -0.423  0.05
N -3.957 -9.100 0.176  0.15
H -2.360 -8.652 2.776  0.08
O -3.395 -4.612 5.570  0.03
H 4.475 -3.892 5.190  0.09
O 3.186 -5.681 -1.874  -0.14
H 1.068 -8.315 0.791  0.11
C 3.423 -3.609 4.895  -0.04
H -2.049 -4.811 -1.887  0.02
H 2.460 -5.579 1.083  0.08
H 4.736 -9.133 -3.260  0.14
H -1.137 -1.971 0.260  0.08
H 3.173 -7.193 0.832  0.05
C 2.085 -8.360 -4.021  -0.56
H -0.158 -4.717 -1.306  0.05
H -0.294 -9.790 3.373  0.06
H 3.175 -6.236 4.637  0.08
C 2.531 -10.620 0.625  -0.03
O -0.794 -9.119 3.871  -0.12
N 1.367 -8.573 -2.964  0.17
H 1.268 -3.806 0.640  0.11
H 7.597 -8.894 -2.343  0.06
H -4.247 -7.248 5.748  0.09
N 2.824 -7.265 -3.885  0.12
H 1.088 -4.736 2.590  0.02
C 5.362 -8.593 -2.539  -0.64
H 0.531 -3.855 3.956  0.09
H -2.406 -7.096 5.746  0.08
H 4.347 -3.295 0.145  0.16
H 0.039 -11.625 -2.685  0.17
C 5.931 -7.499 3.201  -0.57
H 3.220 -11.109 -0.069  0.08
H -0.600 -5.762 0.736  0.07
H -0.358 -2.458 1.833  0.08
H -0.534 -8.822 -0.697  0.09
H -0.145 -6.473 2.209  0.02
H 6.613 -10.327 -1.897  0.07
H 3.077 -9.817 1.166  0.06
O 1.965 -9.104 -5.227  -0.16
H 0.834 -7.860 3.692  0.05
H 1.546 -10.704 2.882  0.15
H -3.191 -7.593 4.360  0.05
O 1.396 -2.102 -0.229  0.01
C 0.390 -3.777 -1.387  0.00
H -2.504 -6.111 2.922  0.03
C 1.682 -11.629 1.413  -0.60
O -3.978 -7.139 1.350  -0.05
H 6.990 -5.582 2.606  0.10
C 2.673 -4.611 3.981  -0.62
H 6.755 -6.924 1.333  0.07
H 6.896 -7.866 3.640  0.15
O 2.430 -5.636 4.692  0.01
N -2.757 -9.094 1.927  0.15
H 5.380 -9.622 2.953  0.08
C -3.384 -5.459 4.632  -0.61

Molecular formula: C3H8N2S
Method: DFT, the ωB97M-V functional and the def2-TZVPD basis

Output
Spin multiplicity ... 1
Frontier orbital gap ... 9.25 eV
Energy above the lowest of the compared OMol25 structures with the same formula, charge and spin ... 3.945 eV
Highest occupied orbital energy ... -0.3139 Ha
E_tot ... -17052.78482 eV
LUMO energy ... 0.71 eV

Each line ends with the natural charge from an NBO analysis.
Positions of all 14 atoms, in Å:
C 1.425 1.264 -0.508  -0.84
N -0.911 1.025 0.969  -0.85
H 1.066 -1.583 1.533  0.38
H -0.209 -1.635 -0.957  0.20
H 1.784 0.370 -0.879  0.25
S 0.623 0.963 1.099  1.13
H -2.507 -0.246 0.177  0.21
H -1.178 -1.954 0.571  0.20
H 2.026 2.160 -0.471  0.23
C -0.468 -1.300 0.095  -0.29
C -1.437 -0.019 -0.077  -0.25
N 0.789 -1.027 0.693  -0.81
H -1.520 0.450 -1.148  0.19
H 0.517 1.531 -1.097  0.23

Molecular formula: C22H37AuN3O4S3Si2Te
Method: DFT, the ωB97M-V functional and the def2-TZVPD basis

Output
Spin multiplicity ... 2
Frontier orbital gap (spin up / spin down) ... 5.06 / 4.82 eV
Energy above the lowest of the compared OMol25 structures with the same formula, charge and spin ... 1.714 eV
Expectation value of S² ... 0.758
Highest occupied orbital energy (spin up / spin down) ... -0.2480 / -0.2472 Ha
E_tot ... -95318.16414 eV
LUMO energy (spin up / spin down) ... -1.69 / -1.90 eV

Each line ends with the Mulliken spin population.
Positions of all 73 atoms, in Å:
O -1.120 -3.627 0.739  0.01
H -2.678 1.593 5.991  0.00
H -3.430 4.096 -4.968  0.00
C 4.809 2.330 -0.826  0.00
H 5.233 2.303 0.173  0.00
C 0.500 0.457 5.941  0.00
O -0.035 1.269 1.344  0.01
H -0.852 2.361 8.063  0.00
C -1.495 -2.482 0.578  -0.02
C -1.755 1.114 -2.252  0.01
H -5.481 -0.084 -3.670  0.00
H -5.203 0.349 -1.955  0.00
H -5.061 1.910 -5.101  0.00
H 1.850 4.187 -0.449  0.00
C -1.650 0.896 4.258  0.00
N -1.908 -0.307 1.598  0.00
H 2.814 -2.492 -4.188  0.00
S -3.557 2.176 -0.733  0.05
H 2.567 -2.589 0.242  0.00
C -3.515 3.264 -4.305  0.00
H 0.912 -3.217 0.257  0.00
H 3.540 -0.466 -0.338  0.00
H 2.160 -5.764 -1.289  0.00
H 1.517 -0.268 4.187  0.00
H 2.163 2.823 -3.040  0.00
H -0.510 -4.354 -2.199  0.00
H 3.857 -2.137 -2.827  0.00
H 2.851 -5.526 -2.878  0.00
C 2.716 -5.066 -1.906  0.00
H -3.298 -1.834 1.585  0.00
C 2.820 -2.197 -3.144  0.02
C 2.735 0.201 -0.030  0.04
C 2.008 3.303 0.162  0.00
C 1.639 -2.652 -0.322  0.03
H 2.390 -1.199 -3.068  0.01
H 1.038 2.932 0.476  0.00
H -1.905 -2.117 2.662  0.00
C 2.195 1.851 -2.555  0.03
C -1.754 1.192 5.601  0.00
H 5.372 1.632 -1.438  0.00
H -0.022 0.864 8.504  0.00
H 3.700 -4.950 -1.464  0.00
C -0.468 0.376 3.762  0.01
H 1.341 0.287 6.597  0.00
N -2.726 3.136 -3.203  0.00
Si 1.788 -3.400 -2.074  0.03
H 2.753 1.180 -3.202  0.00
H 4.991 3.323 -1.223  0.00
H -2.109 3.833 -2.825  0.00
Au -1.876 0.486 -0.362  -0.03
C -2.219 -1.713 1.694  0.00
N -4.032 1.352 -3.328  0.01
H -4.024 -0.660 -2.821  0.00
O 0.551 -1.032 1.772  0.04
S -1.118 0.115 -3.408  -0.01
H -0.491 -2.723 -2.842  0.00
C -4.315 2.168 -4.376  0.00
H 0.090 -4.065 -3.822  0.00
C 0.611 0.154 4.593  -0.01
H 1.173 1.475 -2.493  -0.01
C 0.058 -3.662 -2.815  0.00
H -2.470 1.041 3.573  0.00
H 2.548 3.610 1.053  0.00
H -1.776 0.878 8.287  0.00
C -3.008 1.928 -2.522  -0.01
O -1.292 -1.798 -0.494  0.04
C -4.728 0.170 -2.926  0.00
S -0.420 0.036 2.010  0.05
Si 2.930 1.939 -0.796  0.00
Te 0.878 -0.700 -0.665  0.66
C -0.681 0.971 6.461  0.00
C -0.835 1.281 7.917  0.00
H 2.719 0.240 1.058  0.01

Molecular formula: C17H20F5OPb
Method: DFT, the ωB97M-V functional and the def2-TZVPD basis

Output
Spin multiplicity ... 1
Net charge ... -1
Frontier orbital gap (spin up / spin down) ... 3.23 / 3.21 eV
Energy above the lowest of the compared OMol25 structures with the same formula, charge and spin ... 4.174 eV
Highest occupied orbital energy (spin up / spin down) ... -0.1290 / -0.1288 Ha
E_tot ... -38829.94159 eV
LUMO energy (spin up / spin down) ... -0.28 / -0.29 eV

Each line ends with the natural charge from an NBO analysis.
Positions of all 44 atoms, in Å:
H -3.163 0.237 2.717  0.21
H 0.254 -3.296 -1.696  0.17
C -0.252 0.050 -3.257  0.47
H 0.750 1.830 -4.138  0.26
O 0.846 -2.297 -0.068  -0.87
C -0.186 -2.110 2.552  0.18
C 3.099 0.038 1.428  -0.39
C 3.018 0.763 0.198  -0.41
H -0.133 -2.040 -3.425  0.23
C -1.709 0.061 -3.476  -0.74
C -2.091 2.054 0.102  -0.39
H -2.076 -0.025 -4.517  0.26
F -0.758 -4.136 1.339  -0.32
C -1.501 2.731 1.210  -0.33
C 0.585 1.264 -3.194  -0.75
H -2.077 2.389 -0.933  0.17
H 1.924 -2.678 -1.727  0.18
F -1.541 -3.909 3.376  -0.34
C 2.216 2.110 1.887  -0.33
C -2.806 0.924 0.608  -0.40
C 0.404 -1.271 -2.822  -0.60
H 3.414 0.435 -0.762  0.19
F 1.070 -2.569 2.829  -0.36
H 1.572 1.007 -2.777  0.26
H 1.867 2.988 2.435  0.20
H -2.104 0.981 -3.040  0.27
C -2.664 0.914 2.030  -0.35
H -1.614 2.331 3.415  0.20
H 2.328 2.858 -0.226  0.19
H 1.437 -1.219 -3.240  0.25
C 2.610 0.875 2.468  -0.35
H -3.430 0.249 0.028  0.19
F -2.327 -2.633 1.770  -0.33
C 0.867 -2.403 -1.484  0.03
C -1.853 2.027 2.398  -0.33
Pb 0.159 -0.371 0.661  1.31
H 0.139 1.945 -2.459  0.30
C 2.461 2.041 0.493  -0.36
H -0.944 3.662 1.167  0.20
H 2.635 0.647 3.536  0.21
H -2.145 -0.761 -2.905  0.26
H 3.564 -0.946 1.558  0.21
F -0.653 -1.509 3.691  -0.36
C -1.190 -3.237 2.248  0.89